No. 1
Density functional theory data (ωB97M-V/def2-TZVPD) for a molecular structure, C53H53N2NaO3P2 at a distorted geometry.

E_LUMO in eV: 3.79
Molecular weight in g mol⁻¹: 850.96
Energy above the lowest of the compared OMol25 structures with the same formula, charge and spin in eV: 0.594
Net charge: -2

Atoms and positions in Å:
Na (0.4616, 1.0708, 0.7498)
C (-5.7632, -1.3312, -1.6301)
C (-4.3798, -1.9903, -1.4590)
C (-4.4222, -3.4189, -2.0313)
C (-4.0400, -2.0417, 0.0319)
C (-4.8836, -2.7085, 0.9214)
C (-4.6597, -2.6666, 2.2936)
C (-3.5624, -1.9536, 2.7701)
C (-2.6658, -1.3252, 1.9154)
P (-1.1332, -0.2947, 2.5877)
C (-0.8414, -1.5943, 3.8709)
C (-0.4819, -2.8399, 3.3502)
C (-0.1582, -3.9032, 4.1761)
C (-0.2067, -3.7502, 5.5573)
C (-0.5737, -2.5238, 6.0886)
C (-0.8726, -1.4535, 5.2525)
C (-2.3345, 1.0422, 3.0370)
C (-2.9874, 1.6453, 1.9571)
C (-3.8996, 2.6701, 2.1522)
C (-4.1844, 3.1165, 3.4376)
C (-3.5297, 2.5390, 4.5146)
C (-2.6063, 1.5200, 4.3135)
C (-2.9333, -1.3821, 0.5559)
O (-2.0478, -0.7142, -0.2081)
C (-2.2053, -0.6183, -1.5910)
C (-1.1678, 0.0530, -2.2210)
C (-1.3285, 0.1703, -3.5999)
C (-2.4468, -0.3134, -4.2951)
C (-3.4358, -0.9908, -3.5948)
C (-3.3197, -1.1720, -2.2116)
P (1.2791, 0.3963, -1.7789)
C (1.5052, -1.2584, -2.5729)
C (0.9568, -2.3171, -1.8469)
C (1.0236, -3.6196, -2.3159)
C (1.6387, -3.8905, -3.5320)
C (2.2016, -2.8494, -4.2569)
C (2.1425, -1.5477, -3.7753)
C (0.8820, 1.7045, -3.0140)
C (1.1370, 1.6961, -4.3807)
C (0.7190, 2.7388, -5.2016)
C (0.0303, 3.8141, -4.6654)
C (-0.2413, 3.8324, -3.3012)
C (0.1695, 2.7874, -2.4933)
H (-6.5438, -1.9138, -1.1336)
H (-6.0234, -1.2382, -2.6860)
H (-5.7517, -0.3325, -1.1902)
H (-5.1171, -4.0521, -1.4728)
H (-3.4277, -3.8655, -1.9784)
H (-4.7325, -3.4079, -3.0784)
H (-5.7416, -3.2476, 0.5351)
H (-5.3330, -3.1688, 2.9793)
H (-3.4048, -1.8916, 3.8412)
H (-0.4668, -2.9684, 2.2723)
H (0.1340, -4.8529, 3.7428)
H (0.0495, -4.5764, 6.2102)
H (-0.6186, -2.3907, 7.1632)
H (-1.1211, -0.5010, 5.6955)
H (-2.7790, 1.3012, 0.9485)
H (-4.3885, 3.1224, 1.2977)
H (-4.9034, 3.9121, 3.5954)
H (-3.7274, 2.8921, 5.5205)
H (-2.0794, 1.1127, 5.1633)
H (-0.5399, 0.6541, -4.1889)
H (-2.5383, -0.1717, -5.3701)
H (-4.2980, -1.3888, -4.1206)
H (0.4678, -2.0984, -0.9042)
H (0.5818, -4.4243, -1.7411)
H (1.6834, -4.9051, -3.9097)
H (2.6913, -3.0492, -5.2029)
H (2.6201, -0.7606, -4.3439)
H (1.6363, 0.8538, -4.8428)
H (0.9241, 2.6974, -6.2653)
H (-0.3052, 4.6232, -5.3038)
H (-0.7820, 4.6631, -2.8646)
H (-0.0314, 2.8210, -1.4310)
C (3.7555, -2.4502, 0.3906)
N (2.8590, -1.3954, 0.8163)
C (2.5138, -1.5639, 2.2198)
C (3.4282, -0.0600, 0.6379)
C (3.9884, 0.2312, -0.7327)
C (5.3728, 0.1613, -0.8763)
C (6.0069, 0.5196, -2.0549)
C (5.2345, 1.0299, -3.0867)
C (3.8574, 1.1109, -2.9424)
C (3.1867, 0.6680, -1.8038)
H (4.7111, -2.4431, 0.9487)
H (3.9750, -2.3566, -0.6737)
H (3.2738, -3.4160, 0.5538)
H (3.3797, -1.3726, 2.8787)
H (2.1689, -2.5827, 2.3997)
H (1.7202, -0.8756, 2.5148)
H (4.2370, 0.0971, 1.3738)
H (2.6685, 0.6968, 0.8292)
H (5.9648, -0.1674, -0.0292)
H (7.0823, 0.4311, -2.1505)
H (5.6978, 1.3629, -4.0083)
H (3.3003, 1.5745, -3.7473)
O (1.8124, 1.0991, 5.6686)
C (1.0610, 1.0198, 4.7308)
N (0.3195, 0.9433, 3.8062)
C (2.7652, 3.7813, 2.2253)
C (2.2923, 3.7606, 0.7589)
C (3.5365, 3.8497, -0.1479)
C (1.4510, 5.0317, 0.5147)
O (1.5580, 2.6354, 0.5059)
H (3.3301, 4.6908, 2.4666)
H (3.4024, 2.9123, 2.4154)
H (1.8983, 3.7149, 2.8875)
H (4.0604, 4.8058, -0.0301)
H (3.2289, 3.7358, -1.1915)
H (4.2320, 3.0371, 0.0841)
H (1.9925, 5.9458, 0.7869)
H (0.5360, 4.9718, 1.1107)
H (1.1728, 5.0902, -0.5426)

***

No. 2
Density functional theory data (ωB97M-V/def2-TZVPD) for a molecular structure, C53H55InN7O5PS2.

E_LUMO in eV: 0.28
Molecular weight in g mol⁻¹: 1079.99
Energy above the lowest of the compared OMol25 structures with the same formula, charge and spin in eV: 0.000

Atoms and positions in Å:
In (-0.0753, -0.3959, -0.7678)
C (-1.1201, -4.7482, -0.4099)
C (-0.3236, -3.4730, -0.3252)
N (-0.9608, -2.3495, -0.1827)
N (-2.3090, -2.3769, 0.0473)
C (-2.8431, -1.2578, 0.3920)
S (-2.0906, 0.2993, 0.5677)
S (-4.5636, -1.2013, 0.7404)
C (-4.9482, -2.9708, 1.0334)
C (-4.7310, -3.3159, 2.4774)
C (-3.5785, -3.9690, 2.8984)
C (-3.3769, -4.2420, 4.2440)
C (-4.3286, -3.8716, 5.1810)
C (-5.4786, -3.2106, 4.7710)
C (-5.6751, -2.9344, 3.4285)
C (1.1212, -3.4953, -0.2652)
C (1.8268, -4.6583, -0.6459)
C (3.1648, -4.8148, -0.3963)
C (3.8572, -3.8083, 0.2934)
C (3.2201, -2.6489, 0.6390)
C (1.8629, -2.4077, 0.3058)
O (1.3664, -1.2355, 0.5695)
H (-1.8982, -4.7396, 0.3489)
H (-0.5089, -5.6341, -0.2800)
H (-1.6199, -4.7867, -1.3808)
H (-4.3009, -3.5244, 0.3590)
H (-5.9909, -3.0909, 0.7440)
H (-2.8286, -4.2507, 2.1704)
H (-2.4706, -4.7413, 4.5628)
H (-4.1695, -4.0846, 6.2304)
H (-6.2238, -2.9101, 5.4965)
H (-6.5636, -2.4006, 3.1101)
H (1.3038, -5.4493, -1.1680)
H (3.6825, -5.7052, -0.7283)
H (4.9053, -3.9391, 0.5338)
H (3.7523, -1.8348, 1.1150)
C (0.1863, -2.0449, 3.5184)
C (0.7957, -0.8054, 4.1692)
C (2.3131, -0.8073, 3.9858)
C (0.1716, 0.5221, 3.6647)
C (0.2863, 1.6289, 4.7376)
O (1.2243, 2.5577, 4.1841)
C (1.4105, 2.1840, 2.8868)
N (0.8569, 1.1109, 2.5041)
C (2.2555, 3.1163, 2.1165)
C (2.9572, 4.0710, 2.8628)
C (3.7481, 5.0228, 2.2552)
C (3.8387, 5.0485, 0.8730)
C (3.1659, 4.1023, 0.1262)
C (2.3742, 3.1168, 0.7195)
P (1.5766, 1.9242, -0.4696)
C (3.0856, 1.6069, -1.4609)
C (4.2415, 1.2501, -0.7663)
C (5.4232, 1.0145, -1.4437)
C (5.4671, 1.1196, -2.8276)
C (4.3129, 1.4246, -3.5297)
C (3.1285, 1.6658, -2.8479)
C (0.5939, 3.1788, -1.3900)
C (-0.7206, 3.3226, -0.9450)
C (-1.5651, 4.2604, -1.5162)
C (-1.1050, 5.0710, -2.5430)
C (0.1995, 4.9346, -2.9951)
C (1.0485, 4.0022, -2.4176)
H (0.6019, -2.9469, 3.9742)
H (0.4227, -2.0611, 2.4562)
H (-0.8984, -2.0680, 3.6442)
H (0.5661, -0.8497, 5.2401)
H (2.5478, -0.8046, 2.9216)
H (2.7492, -1.6993, 4.4379)
H (2.7729, 0.0702, 4.4506)
H (-0.8680, 0.3481, 3.3855)
H (0.6791, 1.2644, 5.6861)
H (-0.6591, 2.1474, 4.9110)
H (2.8721, 4.0454, 3.9392)
H (4.2869, 5.7452, 2.8539)
H (4.4319, 5.8010, 0.3698)
H (3.2561, 4.1376, -0.9489)
H (4.2079, 1.1517, 0.3125)
H (6.3177, 0.7547, -0.8922)
H (6.3921, 0.9443, -3.3619)
H (4.3339, 1.4823, -4.6112)
H (2.2278, 1.8820, -3.4089)
H (-1.0775, 2.6863, -0.1429)
H (-2.5829, 4.3555, -1.1604)
H (-1.7552, 5.8154, -2.9844)
H (0.5666, 5.5620, -3.7978)
H (2.0638, 3.9264, -2.7812)
C (-0.0429, -4.7703, -4.1457)
C (-0.3556, -3.7016, -5.1911)
C (0.3945, -2.3854, -4.9279)
C (0.0684, -1.3733, -6.0544)
C (1.0172, -0.1758, -6.1044)
C (1.8833, -2.6574, -4.9885)
O (2.4113, -3.2113, -5.9296)
N (2.6090, -2.2126, -3.9213)
C (2.1310, -1.5512, -2.7829)
O (2.9343, -1.2347, -1.9355)
N (0.7917, -1.3131, -2.6901)
C (-0.0999, -1.8093, -3.5960)
O (-1.2966, -1.8067, -3.3579)
H (-0.5568, -5.7008, -4.3862)
H (-0.3660, -4.4451, -3.1545)
H (1.0292, -4.9740, -4.1048)
H (-1.4230, -3.4801, -5.1877)
H (-0.0739, -4.0613, -6.1812)
H (-0.9585, -1.0342, -5.9050)
H (0.1182, -1.9060, -7.0053)
H (1.1323, 0.2685, -5.1143)
H (0.6358, 0.5912, -6.7796)
H (2.0063, -0.4737, -6.4544)
H (3.6047, -2.3800, -3.9267)
N (-3.6865, 1.6912, -6.0131)
C (-2.9528, 1.3978, -4.8991)
C (-3.5515, 0.8634, -3.7540)
C (-2.7787, 0.6079, -2.6443)
N (-1.4695, 0.8559, -2.5840)
C (-0.9022, 1.3793, -3.6694)
C (-1.5823, 1.6680, -4.8301)
H (-4.6275, 1.3481, -6.0739)
H (-3.2162, 1.8728, -6.8808)
H (-4.6103, 0.6383, -3.7464)
H (-3.2356, 0.1868, -1.7617)
H (0.1587, 1.5820, -3.5987)
H (-1.0647, 2.1009, -5.6774)